C24H36CrN2Si | the ωB97M-V functional and the def2-TZVPD basis

Geometry as XYZ:
```
64
Properties=species:S:1:pos:R:3:forces:R:3
C 1.0634 1.3760 -0.0983 -0.4 0.6 0.2
C -0.0145 1.2029 -1.0136 0.0 0.0 0.4
C -1.2478 1.2830 -0.2895 0.5 0.3 0.0
H 0.0757 1.1469 -2.0933 0.0 -0.2 0.3
C -0.9294 1.6104 1.0744 0.0 -0.4 0.1
C 0.5055 1.6538 1.1997 0.1 0.1 -0.7
H 1.0648 1.9562 2.0818 -0.1 -0.1 -0.2
H 2.1198 1.4005 -0.3508 -0.2 0.0 0.0
H -2.2454 1.2196 -0.7169 0.3 0.1 0.1
H -1.6533 1.8940 1.8383 0.3 -0.1 -0.3
Cr -0.1117 -0.3934 0.6874 -0.2 0.6 0.1
C -1.6187 -2.8880 -3.9995 -0.3 -2.4 0.3
H -2.4302 -2.7709 -3.2955 -0.3 0.0 0.5
H -1.4526 -3.9416 -4.2672 -0.1 -0.1 0.1
H -1.8615 -2.4156 -4.9721 0.5 0.0 0.8
Si -0.3562 -1.1684 -4.0603 1.3 3.8 -0.9
C 1.4397 -1.2025 -4.4326 1.2 0.5 0.1
C 2.1879 -0.0895 -3.9876 0.5 -0.6 -0.1
H 1.6660 0.7948 -3.6109 0.2 -0.2 -0.2
C 3.5843 -0.1469 -3.9692 -0.2 0.0 -0.1
H 4.1518 0.7161 -3.6129 -0.1 -0.3 -0.1
C 4.2432 -1.3052 -4.4020 -0.4 -0.1 0.0
H 5.3320 -1.3453 -4.3936 -0.3 0.0 0.0
C 3.5020 -2.4134 -4.8376 0.1 0.2 0.0
H 4.0128 -3.3181 -5.1703 -0.1 0.2 0.1
C 2.1064 -2.3684 -4.8486 0.1 0.7 0.2
H 1.5105 -3.2320 -5.1561 0.3 0.2 0.0
C -1.4385 0.2167 -4.6069 0.2 0.3 -0.1
C -0.9802 1.1248 -5.5784 -0.6 0.4 0.0
H -0.0453 0.9167 -6.1031 -0.2 0.2 0.1
C -1.7236 2.2777 -5.8577 0.2 -0.4 0.1
H -1.3673 2.9798 -6.6149 -0.1 -0.2 0.2
C -2.9185 2.5288 -5.1718 0.0 -0.1 0.1
H -3.5077 3.4131 -5.4077 0.2 -0.1 0.1
C -3.3729 1.6394 -4.1887 0.2 -0.3 -0.2
H -4.3001 1.8363 -3.6416 0.3 0.0 -0.2
C -2.6385 0.4823 -3.9134 0.0 0.3 -0.2
H -2.9796 -0.2220 -3.1453 0.1 0.3 -0.2
H -0.3047 -0.8066 -2.6258 -0.3 -0.8 0.2
H -0.5562 -2.6659 -3.4784 -2.4 -1.6 -0.6
C 2.4457 -1.9415 0.6599 -0.2 -0.1 0.1
N 1.0044 -2.2760 0.5135 -0.3 0.0 0.4
C 0.7148 -2.8546 -0.8080 0.1 -0.4 0.0
C 0.5255 -3.1974 1.6252 0.5 0.2 -0.8
C -0.6186 -2.6085 2.4367 0.0 0.6 0.3
N -0.4151 -1.1508 2.6905 -0.1 -0.4 -0.1
C -1.6209 -0.5912 3.3354 0.1 -0.2 0.0
C 0.7608 -0.9154 3.5675 -0.4 0.0 0.0
H 2.9579 -2.7587 1.1854 0.2 0.1 -0.2
H 2.5532 -1.0154 1.2409 0.0 -0.3 -0.2
H 2.9117 -1.7884 -0.3213 -0.2 0.0 0.2
H 1.1271 -3.8768 -0.8658 -0.1 0.1 -0.2
H -0.3764 -2.8966 -0.9549 0.4 0.0 0.1
H 1.1574 -2.2403 -1.6050 -0.2 -0.1 0.4
H 0.1913 -4.1354 1.1559 0.1 0.1 0.3
H 1.3892 -3.4285 2.2667 -0.3 0.0 -0.2
H -1.5720 -2.7302 1.8987 0.3 0.2 0.2
H -0.6809 -3.1309 3.4069 -0.1 -0.1 -0.2
H -1.8153 -1.1297 4.2767 -0.1 0.1 0.0
H -1.4770 0.4746 3.5533 0.0 -0.4 -0.1
H -2.4808 -0.6993 2.6616 0.3 0.0 0.2
H 0.5067 -1.2126 4.5974 0.2 0.0 -0.1
H 1.6254 -1.4951 3.2295 -0.2 0.2 0.1
H 1.0222 0.1519 3.5539 -0.1 -0.4 0.0
```
Forces are in eV/Å.

Results
* HOMO level (spin up / spin down): -4.00 / -4.26 eV
* ⟨S²⟩: 6.05
* spin multiplicity: 5
* E_LUMO (spin up / spin down): 0.53 / 0.29 eV
* relative energy (zero: lowest compared OMol25 entry of this formula, charge and spin): 62.1 kcal per mole

C24H36LuN2Si | the ωB97M-V functional and the def2-TZVPD basis

Geometry as XYZ:
```
64
Properties=species:S:1:pos:R:3:forces:R:3
C 1.0992 -0.2817 2.4060 1.0 0.0 0.3
C 2.0148 0.0023 1.3522 0.7 -0.3 0.6
C 2.5089 1.3253 1.5236 0.4 -0.5 0.3
H 2.3889 -0.7180 0.6272 -0.5 0.5 0.0
C 1.9553 1.8473 2.7254 0.0 -0.6 0.7
C 1.0673 0.8506 3.2736 0.9 0.1 0.4
H 0.5872 0.8680 4.2558 0.1 0.1 -0.5
H 0.6405 -1.2527 2.5939 0.0 0.4 -0.2
H 3.2463 1.7881 0.8633 -0.3 -0.1 0.3
H 2.2295 2.7796 3.2112 -0.1 -0.1 -0.2
Lu 0.1264 1.5835 1.2355 -0.9 -0.8 -2.0
C -0.3869 0.2617 -3.2571 1.4 -1.1 -1.4
H -0.4956 1.2318 -2.7726 0.1 0.2 0.3
H -1.3826 -0.0643 -3.5873 0.2 0.0 0.3
H 0.2417 0.3659 -4.1572 -0.2 0.5 0.0
Si 0.4937 -1.1243 -2.0703 -1.9 2.5 -0.6
C 0.2338 -2.9551 -2.1751 -0.1 -0.1 -0.1
C 0.8443 -3.7745 -1.2132 -0.3 0.0 0.0
H 1.7070 -3.3950 -0.6521 -0.3 -0.2 -0.2
C 0.2942 -5.0168 -0.9064 -0.1 -0.4 -0.1
H 0.7270 -5.6381 -0.1143 -0.1 0.2 -0.3
C -0.8132 -5.4901 -1.6213 0.1 0.3 -0.4
H -1.2127 -6.4889 -1.4212 0.1 0.4 0.0
C -1.3791 -4.6935 -2.6337 0.3 0.0 0.3
H -2.2091 -5.0702 -3.2210 0.0 0.0 0.1
C -0.8861 -3.4074 -2.8736 0.1 -0.8 0.2
H -1.3988 -2.7387 -3.5652 0.1 -0.2 0.1
C 2.2789 -0.5412 -2.4278 0.1 -0.6 -1.1
C 3.2287 -1.5136 -2.7583 0.5 0.3 0.4
H 2.8734 -2.4843 -3.1128 0.3 0.1 0.3
C 4.5929 -1.2462 -2.6106 -0.1 0.1 -0.1
H 5.3078 -2.0315 -2.8256 0.1 0.1 0.0
C 5.0328 0.0204 -2.2056 -0.3 -0.1 -0.1
H 6.0991 0.2300 -2.0614 -0.5 -0.1 -0.1
C 4.0803 1.0323 -2.0527 0.0 0.3 -0.1
H 4.4015 2.0512 -1.8155 0.0 -0.3 -0.2
C 2.7153 0.7662 -2.2220 0.6 -0.4 0.5
H 1.9824 1.5736 -2.1853 0.0 0.1 0.2
H -0.9567 -0.8732 -1.5491 -0.7 -0.7 1.5
H 0.9558 -1.1456 -0.6474 0.0 0.5 1.2
C -1.7961 -0.1123 1.1490 -0.2 0.4 -0.4
N -2.7487 0.6363 0.3492 0.7 0.1 0.2
C -4.1415 0.2411 0.4545 -0.3 0.2 0.1
C -2.4720 2.0532 0.1596 -0.8 -0.7 0.6
C -2.5740 2.9137 1.4373 0.2 0.2 0.3
N -1.4992 2.5791 2.4704 -0.2 0.9 0.1
C -0.6001 3.7516 2.6910 -0.8 0.2 0.3
C -2.1211 2.1696 3.7588 0.1 0.2 0.0
H -2.2087 -1.0975 1.4054 0.4 0.3 -0.1
H -1.5381 0.3933 2.1192 -0.3 -0.6 -0.1
H -0.8501 -0.3310 0.5777 -0.4 -0.4 -0.4
H -4.6098 0.5232 1.4179 0.1 -0.1 -0.2
H -4.7029 0.7286 -0.3559 0.1 -0.3 0.2
H -4.2351 -0.8495 0.3438 0.1 0.4 -0.1
H -1.4837 2.1941 -0.3586 -0.4 0.0 -0.2
H -3.2409 2.4290 -0.5296 0.5 0.1 -0.1
H -2.4967 3.9884 1.1946 -0.1 -0.4 0.0
H -3.5589 2.7549 1.9090 0.4 0.0 -0.3
H -1.2097 4.6701 2.7057 0.4 -0.1 -0.1
H -0.0887 3.6464 3.6554 0.0 0.0 -0.4
H 0.1588 3.8703 1.8722 -0.3 0.1 0.3
H -2.7035 3.0120 4.1643 0.1 -0.3 0.0
H -2.7848 1.3113 3.5949 0.2 0.3 0.0
H -1.3286 1.8908 4.4620 -0.3 0.1 -0.1
```
Forces are in eV/Å.

Results
* HOMO level (spin up / spin down): -8.22 / -8.22 eV
* charge: +1
* E_LUMO (spin up / spin down): -4.58 / -4.58 eV
* relative energy (zero: lowest compared OMol25 entry of this formula, charge and spin): 13.7 kcal per mole

C24H36MoNO2P2 | the ωB97M-V functional and the def2-TZVPD basis

Geometry as XYZ:
```
66
Properties=species:S:1:pos:R:3:forces:R:3
C 1.8650 -3.8295 -0.8477 0.3 -0.2 0.3
C 1.2082 -2.6036 -0.8998 0.9 -0.3 0.3
N 0.8376 -1.9691 0.2441 -0.1 -0.5 -0.8
C 1.0467 -2.5696 1.4336 0.1 0.3 -0.2
C 1.7832 -3.7457 1.5448 -0.4 0.3 0.3
C 2.2222 -4.3809 0.3875 -0.5 -0.3 0.1
C 1.0999 -1.8966 -2.2257 -0.1 -0.1 -0.4
P 0.0812 -0.3457 -2.1427 1.5 -0.8 -1.3
Mo 0.0299 0.0421 0.1697 -3.3 2.3 2.1
P -0.8524 -0.6983 2.4282 1.7 0.2 -1.6
C 0.5090 -1.8714 2.6543 0.2 -1.2 1.4
C -1.4618 1.7016 -0.4380 0.3 -1.2 0.1
C -1.0072 2.9497 -0.8786 -0.4 -0.5 0.1
C -1.8746 4.0466 -0.8489 0.3 0.0 -0.1
C -3.1990 3.9077 -0.4415 0.2 -0.3 0.0
C -3.6800 2.6467 -0.0733 0.1 -0.3 -0.2
C -2.8205 1.5473 -0.0818 0.2 0.7 -0.2
O -2.1183 -4.8636 -3.6221 1.2 0.9 1.6
O -2.8608 -3.6137 0.7237 1.6 -0.6 -2.0
H 2.1661 -4.3018 -1.7829 -0.1 0.1 0.3
H 1.9532 -4.1125 2.5623 0.1 -0.1 -0.6
H 2.7542 -5.3365 0.4750 -0.1 0.5 -0.2
C 1.2409 0.5771 -3.1631 0.3 1.0 -0.5
C -1.3760 -0.5366 -3.2056 -0.6 0.0 -0.1
H 0.0826 -2.6383 3.3168 0.4 -0.1 0.1
H 1.3207 -1.3922 3.2220 -0.2 0.0 -0.2
H 0.7074 -2.5536 -3.0033 -0.1 -0.3 0.1
H 2.1111 -1.6131 -2.6197 -0.7 -0.3 0.7
C -0.7146 0.5918 3.6496 0.0 0.3 0.8
C -2.3393 -1.5923 2.7583 -0.5 -0.2 0.1
H 0.0253 3.0374 -1.2355 -0.3 0.3 0.2
H -1.4728 5.0098 -1.1482 -0.2 0.0 0.0
H -3.8538 4.7686 -0.4236 0.0 0.0 0.0
H -4.7186 2.5034 0.2248 0.2 0.2 -0.1
H -3.1975 0.5610 0.2186 0.0 0.4 0.0
H -2.2909 -4.3789 0.4557 -0.9 0.4 0.7
H -2.5812 -3.0037 -0.0026 -0.7 -0.2 0.8
H -2.4218 -3.9933 -3.2875 -0.1 -0.7 -0.5
H -1.3352 -5.0117 -3.0249 -1.1 -0.1 -1.0
H -1.2484 0.4322 1.3588 0.4 0.7 -1.0
H 1.3703 0.1564 -4.1713 -0.3 0.0 0.3
H 0.9071 1.6080 -3.2490 0.0 0.2 -0.2
H 2.2260 0.5875 -2.6883 -0.2 0.1 0.1
H -1.1501 -0.3986 -4.2706 0.2 -0.1 0.3
H -1.8751 -1.5061 -3.0835 0.2 0.2 0.1
H -2.0889 0.2394 -2.9101 0.1 -0.1 0.0
H -2.2974 -1.9538 3.7820 0.0 0.1 0.3
H -3.2093 -0.9492 2.6462 -0.1 0.1 0.0
H -2.4496 -2.4685 2.1115 0.1 0.3 0.1
H -0.9863 0.2292 4.6391 0.1 0.0 0.2
H 0.2819 1.0286 3.6725 0.1 -0.1 0.0
H -1.3958 1.4071 3.3988 -0.1 -0.1 -0.1
C 1.9419 0.5918 0.9702 0.5 -0.3 0.1
C 2.2463 2.0520 0.6794 -0.3 -0.7 0.1
C 3.2284 2.3864 -0.2745 -0.5 0.2 0.4
C 3.5349 3.7299 -0.5033 -0.2 -0.3 0.0
C 2.8584 4.7387 0.1981 -0.1 -0.3 -0.1
C 1.8558 4.4030 1.1150 0.0 -0.2 -0.1
C 1.5402 3.0632 1.3551 0.4 0.1 -0.2
H 2.6461 -0.0704 0.4184 -0.1 0.4 0.5
H 2.0146 0.3626 2.0611 0.2 0.2 -0.7
H 3.7326 1.5663 -0.7986 0.0 0.5 0.2
H 4.2931 3.9648 -1.2507 -0.2 0.1 0.3
H 3.1031 5.7832 0.0076 -0.1 -0.3 0.1
H 1.2976 5.1814 1.6394 0.3 -0.2 -0.2
H 0.7547 2.7964 2.0749 0.4 0.1 -0.3
```
Forces are in eV/Å.

Results
* HOMO level (spin up / spin down): -9.99 / -10.20 eV
* ⟨S²⟩: 2.03
* spin multiplicity: 3
* charge: +1
* E_LUMO (spin up / spin down): -3.13 / -3.45 eV
* relative energy (zero: lowest compared OMol25 entry of this formula, charge and spin): 0.0 kcal per mole